Here is C19H24N4O4 in the gas phase from OMol25. Energies are from ωB97M-V/def2-TZVPD.

The geometry in XYZ format:
```
51
C19H24N4O4 (ωB97M-V/def2-TZVPD)
C 4.223 4.022 -1.850
C 3.068 3.773 -0.900
O 2.522 2.484 -1.184
C 1.422 2.144 -0.496
O 0.944 2.888 0.344
C 0.943 0.796 -0.814
C 0.880 0.334 -2.101
C 0.976 1.275 -3.277
C -0.227 2.219 -3.325
N 0.577 -0.946 -2.440
C 0.981 -2.116 -1.762
C 1.382 -3.204 -2.521
C 1.849 -4.359 -1.914
C 1.920 -4.425 -0.535
C 1.485 -3.359 0.230
C 0.998 -2.195 -0.363
N 0.427 -1.262 0.467
C 0.354 -0.004 0.304
N -0.351 0.749 1.209
C -1.117 0.382 2.291
O -1.606 1.257 2.975
C -1.329 -1.088 2.540
C -2.142 -1.339 3.815
N -3.436 -0.706 3.770
C -4.579 -1.381 3.524
C -5.798 -0.483 3.434
O -4.625 -2.589 3.412
H 4.674 4.985 -1.629
H 4.973 3.244 -1.737
H 3.875 4.024 -2.880
H 3.399 3.794 0.144
H 2.280 4.526 -1.020
H 1.018 0.699 -4.206
H 1.894 1.855 -3.205
H -1.155 1.655 -3.389
H -0.156 2.871 -4.193
H -0.265 2.836 -2.431
H 0.460 -1.103 -3.434
H 1.330 -3.145 -3.600
H 2.155 -5.196 -2.522
H 2.291 -5.316 -0.052
H 1.499 -3.411 1.308
H -0.215 1.763 1.119
H -1.840 -1.515 1.675
H -0.358 -1.579 2.606
H -1.593 -0.953 4.680
H -2.312 -2.411 3.937
H -3.418 0.304 3.754
H -5.929 0.057 4.369
H -6.678 -1.089 3.242
H -5.672 0.238 2.630
```

Values from the calculation:
largest force on an atom = 1.0 eV/Å
LUMO energy = 0.10 eV
multiplicity = 1
total charge = 0
Kohn-Sham gap = 8.0 eV
structure (SMILES) = CCOC(=O)C1=C(CC)Nc2ccccc2N=C1NC(=O)CCNC(C)=O
energy relative to the best compared isomer or geometry (same formula, charge and spin) = 1.5831 eV

***

Here is C19H24N4O6S in the gas phase in a non-equilibrium geometry from OMol25. Energies are from ωB97M-V/def2-TZVPD.

The geometry in XYZ format:
```
54
C19H24N4O6S (ωB97M-V/def2-TZVPD)
C -0.908 -4.063 -0.643
O -1.062 -3.248 0.501
C -2.126 -2.399 0.546
C -3.118 -2.312 -0.426
C -4.103 -1.346 -0.325
C -4.119 -0.457 0.742
N -5.031 0.612 0.719
S -4.784 1.702 -0.557
O -5.332 2.949 -0.116
O -5.256 1.118 -1.770
C -2.999 1.749 -0.558
C -2.335 2.524 0.383
C -1.005 2.311 0.649
C -0.286 1.268 0.022
N 0.949 0.909 0.441
C 1.838 1.801 1.150
C 3.247 1.652 0.566
N 3.689 0.276 0.698
C 5.098 0.078 0.429
C 5.608 0.504 -0.962
O 5.747 1.898 -1.108
C 2.806 -0.600 -0.051
C 1.404 -0.463 0.538
C -0.960 0.586 -1.025
N -0.279 -0.286 -1.932
O -0.901 -1.227 -2.389
O 0.865 -0.015 -2.239
C -2.309 0.805 -1.281
C -3.165 -0.587 1.748
C -2.183 -1.550 1.652
H -1.721 -4.790 -0.726
H 0.033 -4.591 -0.500
H -0.859 -3.460 -1.554
H -3.117 -2.968 -1.279
H -4.852 -1.245 -1.093
H -5.091 1.122 1.588
H -2.894 3.280 0.913
H -0.524 2.902 1.411
H 1.857 1.551 2.218
H 1.519 2.834 1.020
H 3.232 1.982 -0.483
H 3.932 2.295 1.123
H 5.306 -0.987 0.563
H 5.657 0.631 1.193
H 4.902 0.198 -1.736
H 6.568 0.003 -1.153
H 6.397 2.216 -0.471
H 2.767 -0.353 -1.121
H 3.148 -1.631 0.067
H 1.456 -0.719 1.606
H 0.707 -1.152 0.067
H -2.803 0.259 -2.070
H -3.185 0.081 2.597
H -1.428 -1.648 2.417
```

Values from the calculation:
largest force on an atom = 1.3 eV/Å
LUMO energy = -0.52 eV
multiplicity = 1
total charge = 0
Kohn-Sham gap = 7.8 eV
structure (SMILES) = COc1ccc(NS(=O)(=O)c2ccc(N3CCN(CCO)CC3)c([N+](=O)[O-])c2)cc1
energy relative to the best compared isomer or geometry (same formula, charge and spin) = 5.8927 eV

***

Here is a molecular structure, C19H24N5O4Pb in a non-equilibrium geometry from OMol25. Energies are from ωB97M-V/def2-TZVPD.

The geometry in XYZ format:
```
53
C19H24N5O4Pb (ωB97M-V/def2-TZVPD)
Pb -0.942 0.147 0.282
N -1.889 1.532 -1.644
C -1.267 2.852 -1.661
C -0.803 3.361 -0.272
O -0.633 4.576 -0.138
N -0.588 2.409 0.614
C -0.121 2.820 1.923
C -0.155 1.687 2.976
O 0.047 1.991 4.145
O -0.382 0.496 2.573
H -1.774 1.039 -2.524
H -2.876 1.603 -1.436
H -1.925 3.622 -2.083
H -0.365 2.805 -2.277
H -0.715 3.662 2.301
H 0.919 3.173 1.868
C 2.179 1.306 -0.522
N 1.334 0.134 -0.580
C 1.914 -1.021 -0.707
C 1.227 -2.240 -0.722
C 1.756 -3.550 -0.704
C 0.670 -4.398 -0.618
C -0.464 -3.572 -0.599
N -0.145 -2.288 -0.666
C 3.135 1.311 0.648
C 4.356 1.966 0.554
C 5.223 1.991 1.633
C 4.878 1.364 2.819
C 3.661 0.710 2.917
C 2.797 0.679 1.838
H 1.515 2.172 -0.444
H 2.759 1.404 -1.452
H 3.003 -1.063 -0.785
H 2.802 -3.807 -0.732
H 0.671 -5.473 -0.553
H -1.497 -3.877 -0.527
H 4.623 2.473 -0.366
H 6.176 2.496 1.543
H 5.551 1.392 3.666
H 3.373 0.228 3.841
H 1.842 0.186 1.927
O -0.320 -0.609 -3.135
H 0.352 -0.107 -2.664
H -0.504 -1.347 -2.539
C -6.316 -3.129 -1.238
C -5.016 -2.891 -0.466
C -4.541 -1.547 -0.671
N -4.191 -0.476 -0.864
H -6.677 -4.142 -1.069
H -6.157 -2.986 -2.304
H -7.090 -2.433 -0.918
H -4.233 -3.578 -0.795
H -5.174 -3.051 0.604
```

Values from the calculation:
largest force on an atom = 1.2 eV/Å
LUMO energy = 2.30 eV
multiplicity = 1
total charge = -1
Kohn-Sham gap = 7.2 eV
energy relative to the best compared isomer or geometry (same formula, charge and spin) = 0.0000 eV

***

Here is a molecular structure, C19H24N7O4STi in a non-equilibrium geometry from OMol25. Energies are from ωB97M-V/def2-TZVPD.

The geometry in XYZ format:
```
56
C19H24N7O4STi (ωB97M-V/def2-TZVPD)
Ti 0.477 0.168 0.285
C 1.806 -2.900 4.455
N 0.914 -1.968 3.790
C -0.441 -1.886 4.311
C 1.275 -1.261 2.715
N 0.591 -0.254 2.231
N 2.458 -1.628 2.091
C 3.024 -0.977 1.019
N 4.161 -1.509 0.539
N 2.506 0.121 0.557
H 1.446 -3.056 5.470
H 2.811 -2.484 4.526
H 1.834 -3.872 3.953
H -0.702 -2.842 4.763
H -1.154 -1.705 3.503
H -0.534 -1.107 5.071
H -0.224 -0.026 2.805
H 2.921 -2.464 2.425
H 4.552 -2.375 0.867
H 4.576 -1.114 -0.290
H 3.057 0.490 -0.222
O -0.670 -1.293 -0.077
C -0.289 -1.113 -1.294
O 0.924 -0.685 -1.370
C -1.149 -1.177 -2.452
C -0.582 -0.953 -3.714
C -1.367 -0.870 -4.851
C -2.730 -1.013 -4.679
O -3.696 -0.924 -5.601
C -4.928 -1.055 -4.913
O -4.648 -1.352 -3.556
C -3.304 -1.273 -3.416
C -2.538 -1.369 -2.286
H 0.490 -0.847 -3.789
H -0.956 -0.701 -5.833
H -5.519 -1.862 -5.363
H -5.478 -0.103 -4.981
H -2.944 -1.562 -1.307
N -2.670 3.310 2.200
C -1.703 2.670 1.544
S -1.910 1.050 1.119
N -0.547 3.332 1.292
C 0.462 2.898 0.414
C 0.105 2.230 -0.789
C 1.095 2.016 -1.763
C 2.402 2.416 -1.525
C 2.748 3.023 -0.323
C 1.785 3.261 0.653
H -3.521 2.805 2.392
H -2.659 4.308 2.351
H -0.372 4.201 1.790
H -0.944 2.182 -1.088
H 0.809 1.625 -2.734
H 3.145 2.303 -2.300
H 3.760 3.361 -0.164
H 2.040 3.809 1.552
```

Values from the calculation:
largest force on an atom = 3.0 eV/Å
LUMO energy (alpha / beta) = -5.88 / -6.00 eV
multiplicity = 2
total charge = +2
Kohn-Sham gap (alpha / beta) = 6.9 / 6.9 eV
<S²> = 0.755

***

Here is a molecular structure, C19H24NO3Pb in a non-equilibrium geometry from OMol25. Energies are from ωB97M-V/def2-TZVPD.

The geometry in XYZ format:
```
48
C19H24NO3Pb (ωB97M-V/def2-TZVPD)
Pb 0.534 0.283 0.063
C 2.202 2.890 1.281
C 2.622 2.738 -0.074
C 1.512 3.055 -0.922
H 3.622 2.461 -0.402
C 0.406 3.416 -0.081
C 0.838 3.314 1.279
H 0.244 3.556 2.158
H 2.829 2.746 2.159
H 1.513 3.050 -2.011
H -0.579 3.736 -0.422
C 0.435 -1.269 2.979
C -0.002 0.032 3.368
C -1.292 0.254 2.802
H 0.537 0.716 4.023
C -1.659 -0.916 2.066
C -0.586 -1.859 2.177
H -0.573 -2.865 1.757
H 1.375 -1.736 3.270
H -1.911 1.141 2.941
H -2.607 -1.079 1.552
O -1.007 0.242 -1.548
C -3.717 0.002 -1.575
C -2.914 -0.504 -2.698
C -3.822 1.431 -1.297
C -4.510 -0.966 -0.812
C -1.504 -0.895 -2.164
H -2.786 0.299 -3.441
H -3.397 -1.368 -3.173
H -1.619 -1.723 -1.429
H -0.853 -1.251 -2.983
H -4.467 1.943 -2.035
H -2.840 1.931 -1.317
H -4.274 1.599 -0.306
H -5.404 -1.287 -1.381
H -4.864 -0.531 0.135
H -3.935 -1.880 -0.580
O 1.784 -2.076 -1.920
C 2.674 -1.859 -1.103
C 4.065 -2.518 -1.048
C 4.717 -1.949 0.200
C 3.674 -0.989 0.791
O 3.786 -0.358 1.834
N 2.576 -0.966 -0.056
H 3.958 -3.608 -0.993
H 4.633 -2.253 -1.950
H 4.956 -2.734 0.929
H 5.632 -1.392 -0.042
```

Values from the calculation:
largest force on an atom = 2.5 eV/Å
LUMO energy (alpha / beta) = -0.12 / -0.12 eV
multiplicity = 1
total charge = -1
Kohn-Sham gap (alpha / beta) = 3.3 / 3.3 eV

***

Q: Look up the total charge of the third one.
A: -1

***

Q: Which formula does entry 3 have?
A: C19H24N5O4Pb

***

Q: What is the total charge in the fourth record?
A: +2

***

Q: What is the largest force on an atom in the fourth record?
A: 3.0 eV/Å